Computed, not measured: a molecular structure, C5H11N3O at a distorted geometry, with ωB97M-V with the def2-TZVPD basis set.

Properties
M   129.16 g/mol
LUMO level   0.58 eV
Maximum force   7.939 eV Å⁻¹
Electronic energy   -11872.2714 eV

Each line ends with the natural charge from an NBO analysis.
Element x y z (Å)
C1 1.15 1.97 1.89  -0.4757
C2 -0.89 2.36 0.37  0.2248
C3 -0.14 -0.91 0.64  -0.2938
C4 -0.61 -1.32 -0.71  -0.1187
C5 0.33 -2.03 -1.76  -0.0782
H1 0.80 0.68 1.85  0.1751
H2 2.34 2.07 1.29  0.2321
H3 1.12 2.61 3.07  0.2397
H4 -1.29 3.36 -0.14  0.2154
H5 -1.45 1.26 -1.19  0.3683
H6 -0.64 -0.73 1.60  0.2317
H7 0.94 -1.02 0.86  0.2187
H8 -1.56 -1.40 -1.04  0.2163
H9 0.04 -1.60 -2.60  0.1714
H10 1.39 -2.16 -1.59  0.1885
H11 -0.49 -3.64 -1.03  0.4416
N1 0.18 2.75 1.01  -0.4976
N2 -1.18 1.00 -0.15  -0.5287
N3 -0.08 0.12 -0.31  -0.2476
O1 0.05 -3.37 -2.07  -0.6832



Computed, not measured: a single C5H11N3O molecule at a distorted geometry, with ωB97M-V with the def2-TZVPD basis set.

Properties
M   129.16 g/mol
LUMO level   0.82 eV
Maximum force   3.365 eV Å⁻¹
Electronic energy   -11879.9361 eV
Structure (SMILES)   C/C(N)=C(/N)N(C)C=O

Each line ends with the natural charge from an NBO analysis.
Element x y z (Å)
C1 -0.71 1.28 1.27  -0.6490
C2 -0.98 0.03 0.47  0.0192
N1 -2.23 -0.59 0.72  -0.8670
C3 0.07 -0.78 0.02  0.3555
N2 0.03 -2.15 0.00  -0.8088
N3 0.93 -0.09 -0.75  -0.4848
C4 2.36 -0.02 -0.52  -0.4175
C5 0.20 0.86 -1.56  0.5257
O1 0.65 1.95 -1.90  -0.6014
H1 -1.53 2.00 1.13  0.2080
H2 0.21 1.79 0.98  0.2256
H3 -0.63 1.04 2.34  0.2028
H4 -2.94 -0.21 0.10  0.3683
H5 -2.56 -0.41 1.66  0.3548
H6 -0.84 -2.51 0.38  0.4116
H7 0.37 -2.60 -0.83  0.3810
H8 2.70 1.01 -0.65  0.2317
H9 2.61 -0.33 0.50  0.2097
H10 2.88 -0.66 -1.23  0.1952
H11 -0.61 0.37 -2.14  0.1395



Computed, not measured: a single C5H11N3O2S molecule at a distorted geometry, with ωB97M-V with the def2-TZVPD basis set.

Properties
M   177.23 g/mol
LUMO level   -0.26 eV
Maximum force   4.625 eV Å⁻¹
Electronic energy   -24759.3564 eV

Each line ends with the natural charge from an NBO analysis.
Element x y z (Å)
C1 0.80 -0.15 -1.85  0.0691
C2 -0.16 -0.15 -0.75  0.4972
C3 1.54 -0.64 2.43  -0.6120
C4 -2.48 0.47 -0.10  -0.4445
C5 1.54 -0.57 0.90  -0.0827
N1 0.51 -0.10 -3.08  -0.6203
N2 -0.52 1.89 -4.22  -1.1582
N3 -1.40 0.05 -0.96  -0.4858
O1 -2.11 0.05 -3.64  -0.9113
O2 0.16 -0.45 0.53  -0.5019
S1 -0.64 0.35 -4.25  1.5400
H1 1.81 -0.22 -1.67  0.1840
H2 2.62 -0.71 2.86  0.2120
H3 1.14 0.22 2.81  0.2099
H4 0.91 -1.44 2.85  0.2155
H5 -3.23 -0.36 -0.10  0.2145
H6 -2.11 0.42 0.98  0.1894
H7 -2.96 1.39 -0.34  0.2156
H8 1.99 -1.43 0.44  0.1785
H9 2.29 0.29 0.68  0.1781
H10 0.03 2.38 -4.92  0.3856
H11 -2.42 0.41 -2.76  0.5275



Computed, not measured: 2 unconnected molecules or ions with the total composition C5H11N3S at a distorted geometry, with ωB97M-V with the def2-TZVPD basis set.

Properties
M   145.23 g/mol
Charge   +2
LUMO level (spin up / spin down)   -9.79 / -9.79 eV
Maximum force   5.418 eV Å⁻¹
Electronic energy   -20646.9372 eV

Each line ends with the natural charge from an NBO analysis.
Element x y z (Å)
C1 2.44 -0.21 -0.26  0.5851
C2 0.25 0.32 0.19  0.1574
C3 2.61 1.30 0.01  -0.6114
C4 -2.12 1.42 -0.61  -0.4806
C5 -2.42 -0.70 0.42  -0.5195
N1 1.18 -0.66 -0.08  -0.5912
N2 3.44 -1.11 -0.34  -0.6511
N3 -1.70 0.12 -0.43  -0.1205
S1 0.89 1.83 0.39  0.6270
H1 3.20 1.47 0.87  0.3151
H2 2.72 1.93 -0.92  0.3338
H3 -3.04 1.35 -1.06  0.2916
H4 -1.45 1.77 -1.44  0.2131
H5 -1.90 2.18 0.20  0.2324
H6 -3.35 -1.26 0.00  0.3368
H7 -2.76 -0.16 1.43  0.2231
H8 -1.91 -1.61 0.63  0.2402
H9 0.90 -1.74 -0.18  0.4970
H10 4.39 -0.71 -0.46  0.4577
H11 3.40 -2.09 -0.56  0.4638



Computed, not measured: a gas-phase ion, C5H11N4 (charge +1) at a distorted geometry, with ωB97M-V with the def2-TZVPD basis set.

Properties
M   127.17 g/mol
Charge   +1
LUMO level   -3.41 eV
Maximum force   3.714 eV Å⁻¹
Electronic energy   -11314.7143 eV
Structure (SMILES)   Cc1c(C)[n+](C)nn1N

Each line ends with the natural charge from an NBO analysis.
Element x y z (Å)
C1 -0.76 -2.06 -0.79  -0.6610
C2 -0.41 -0.59 -0.65  0.1483
C3 -0.01 0.16 0.51  0.2091
C4 0.14 -0.29 1.92  -0.6778
N1 0.34 1.33 0.07  -0.1091
C5 1.04 2.34 0.79  -0.4426
N2 0.15 1.45 -1.25  -0.0693
N3 -0.26 0.26 -1.71  0.0718
N4 -0.56 0.13 -3.03  -0.6302
H1 -0.87 -2.19 -1.89  0.2420
H2 0.03 -2.66 -0.30  0.2576
H3 -1.58 -2.42 -0.21  0.2585
H4 -0.24 -1.26 2.00  0.2492
H5 1.08 -0.32 2.54  0.2747
H6 -0.55 0.51 2.42  0.2495
H7 2.16 2.26 0.44  0.2554
H8 0.57 3.32 0.51  0.2611
H9 0.97 2.12 1.95  0.2528
H10 -1.42 -0.42 -3.33  0.4284
H11 -0.28 0.94 -3.61  0.4316



Computed, not measured: a gas-phase ion, C5H11N4 (charge +1) at a distorted geometry, with ωB97M-V with the def2-TZVPD basis set.

Properties
M   127.17 g/mol
Charge   +1
LUMO level   -3.10 eV
Maximum force   5.603 eV Å⁻¹
Electronic energy   -11314.7858 eV
Structure (SMILES)   N=C=NCC[NH2+]/C=C/N

Each line ends with the natural charge from an NBO analysis.
Element x y z (Å)
N1 -1.99 -0.09 -1.77  -0.7230
C1 -1.04 -0.76 -1.38  0.6996
N2 -0.34 -1.64 -0.81  -0.5423
C2 0.99 -1.70 -0.45  -0.2423
C3 1.10 -1.50 1.05  -0.2362
N3 0.91 -0.03 1.41  -0.4942
C4 -0.39 0.65 0.83  -0.2175
C5 -0.28 1.81 0.16  0.0342
N4 -1.27 2.48 -0.40  -0.7735
H1 -2.04 0.22 -2.69  0.4125
H2 1.57 -0.89 -1.01  0.1936
H3 1.31 -2.74 -0.74  0.2522
H4 0.42 -2.20 1.58  0.2543
H5 2.16 -1.80 1.32  0.2364
H6 1.06 0.16 2.32  0.4187
H7 1.69 0.50 1.00  0.4197
H8 -1.38 0.09 1.08  0.2542
H9 0.79 2.05 0.07  0.1999
H10 -1.09 3.31 -1.09  0.4282
H11 -2.19 2.09 -0.50  0.4254



Computed, not measured: 2 unconnected molecules or ions with the total composition C5H11N4O at a distorted geometry, with ωB97M-V with the def2-TZVPD basis set.

Properties
M   143.17 g/mol
Charge   +1
LUMO level (spin up / spin down)   -5.48 / -5.48 eV
Maximum force   3.417 eV Å⁻¹
Electronic energy   -13359.4373 eV

Each line ends with the natural charge from an NBO analysis.
Element x y z (Å)
C1 2.29 2.68 1.88  0.4247
C2 1.65 0.52 0.68  -0.2825
C3 1.19 1.75 1.49  -0.2367
C4 -0.21 0.03 -2.42  0.0269
C5 -2.00 -1.29 0.23  -0.8627
N1 0.36 2.57 0.57  -0.0479
N2 0.14 1.94 -0.43  0.0348
N3 0.73 -0.06 -1.55  -0.2211
N4 0.74 0.67 -0.43  -0.1294
O1 3.33 2.71 1.33  -0.4681
H1 2.11 3.45 2.69  0.1560
H2 2.69 0.64 0.59  0.2535
H3 1.34 -0.46 1.09  0.2423
H4 0.49 1.62 2.37  0.2669
H5 -1.11 0.51 -2.08  0.2463
H6 -0.32 -0.73 -3.22  0.2579
H7 -3.09 -1.18 0.46  0.2491
H8 -1.50 -1.88 1.00  0.2308
H9 -2.05 -1.81 -0.79  0.2091
H10 -1.49 -0.33 0.06  0.1753
H11 1.72 -0.54 -1.84  0.4747



Computed, not measured: a gas-phase ion, C5H11N4O (charge +1) at a distorted geometry, with ωB97M-V with the def2-TZVPD basis set.

Properties
M   143.17 g/mol
Charge   +1
LUMO level   -3.27 eV
Maximum force   6.722 eV Å⁻¹
Electronic energy   -13360.1365 eV
Structure (SMILES)   [H]/N=C(/N(C)N=C=O)[NH+](C)C

Each line ends with the natural charge from an NBO analysis.
Element x y z (Å)
H1 0.79 2.07 -1.13  0.4156
N1 0.71 1.10 -1.19  -0.7066
C1 0.23 0.24 -0.47  0.5763
N2 0.04 -1.09 -0.88  -0.2848
C2 -0.36 -2.59 -0.46  -0.3572
N3 0.58 -1.19 -2.13  -0.4459
C3 1.26 -0.53 -2.88  0.8757
O1 1.81 -0.17 -3.82  -0.4461
N4 -0.33 0.54 0.92  -0.3924
C4 0.82 1.05 1.79  -0.4398
C5 -1.58 1.31 0.93  -0.4333
H2 -1.46 -2.47 -0.22  0.2333
H3 0.23 -3.00 0.51  0.2205
H4 0.05 -3.08 -1.25  0.2531
H5 -0.38 -0.45 1.23  0.4419
H6 1.51 0.36 2.19  0.2538
H7 1.43 1.76 1.38  0.2382
H8 0.45 1.48 2.80  0.2486
H9 -2.26 1.11 0.11  0.2546
H10 -2.27 1.25 1.82  0.2633
H11 -1.26 2.30 0.76  0.2312



Computed, not measured: a gas-phase ion, C5H11N4O (charge +1) at a distorted geometry, with ωB97M-V with the def2-TZVPD basis set.

Properties
M   143.17 g/mol
Charge   +1
LUMO level   -4.82 eV
Maximum force   5.955 eV Å⁻¹
Electronic energy   -13360.6661 eV
Structure (SMILES)   CCOCc1nnn(C)[nH+]1

Each line ends with the natural charge from an NBO analysis.
Element x y z (Å)
C1 -2.01 2.20 -1.54  -0.6599
C2 -1.87 0.63 -1.73  -0.0961
O1 -2.30 -0.17 -0.60  -0.4905
C3 -1.42 -0.06 0.51  -0.1279
C4 -0.09 -0.92 0.39  0.3923
N1 0.27 -2.04 -0.42  -0.1669
N2 1.56 -2.24 -0.04  0.0756
N3 2.00 -1.41 0.88  0.0600
C5 3.33 -1.28 1.52  -0.4498
N4 1.01 -0.54 1.22  -0.3469
H1 -3.06 2.60 -1.70  0.2400
H2 -1.65 2.60 -0.54  0.2008
H3 -1.34 2.69 -2.33  0.2329
H4 -2.56 0.35 -2.59  0.2277
H5 -0.82 0.38 -2.10  0.1729
H6 -1.10 1.01 0.75  0.2079
H7 -2.00 -0.42 1.42  0.2557
H8 3.43 -0.19 1.84  0.2442
H9 4.14 -1.46 0.74  0.2827
H10 3.47 -1.96 2.43  0.2715
H11 1.01 0.22 1.91  0.4737



Computed, not measured: a gas-phase ion, C5H11N6O4 (charge +1) at a distorted geometry, with ωB97M-V with the def2-TZVPD basis set.

Properties
M   219.18 g/mol
Charge   +1
LUMO level (spin up / spin down)   -4.13 / -4.13 eV
Maximum force   5.215 eV Å⁻¹
Electronic energy   -22478.6487 eV
Structure (SMILES)   O=[N+]([O-])/C(NC[N@@H+]1CN=CNC1)=[N+](\[O-])O

Each line ends with the natural charge from an NBO analysis.
Element x y z (Å)
O1 1.43 2.07 -0.86  -0.4473
N1 2.40 1.34 -0.69  0.5209
O2 3.56 1.62 -0.54  -0.2642
C1 2.02 -0.09 -0.53  0.2587
N2 0.72 -0.52 -0.84  -0.6399
C2 -0.28 0.24 -1.31  -0.0362
N3 -1.16 1.00 -0.19  -0.4274
C3 -0.40 0.75 1.23  -0.0169
N4 -0.67 -0.54 1.62  -0.5134
C4 -1.71 -1.17 1.26  0.2878
N5 -2.64 -0.70 0.38  -0.6271
C5 -2.55 0.67 -0.16  -0.0643
N6 2.91 -1.02 -0.13  0.4042
O3 4.11 -0.99 0.03  -0.3548
O4 2.32 -2.23 0.06  -0.5464
H1 0.58 -1.55 -0.44  0.4714
H2 0.10 1.00 -1.93  0.2536
H3 -0.92 -0.41 -1.89  0.2281
H4 -1.08 2.01 -0.18  0.4441
H5 -0.79 1.49 1.89  0.2191
H6 0.66 0.93 1.03  0.2236
H7 -1.84 -2.09 1.78  0.2198
H8 -3.57 -1.07 0.61  0.4280
H9 -3.20 0.65 -1.02  0.2429
H10 -3.01 1.45 0.40  0.2066
H11 3.01 -2.85 0.38  0.5291



Computed, not measured: 2 unconnected molecules or ions with the total composition C5H11NO, with ωB97M-V with the def2-TZVPD basis set.

Properties
⟨S²⟩   0.774
M   101.15 g/mol
Charge   -1
LUMO level (spin up / spin down)   2.60 / 2.60 eV
2S+1   2
Maximum force   0.991 eV Å⁻¹
Electronic energy   -8898.3681 eV

Each line ends with the Mulliken spin population.
Element x y z (Å)
N1 -3.12 1.46 1.72  -0.0246
C1 -1.67 1.31 1.72  0.3899
C2 -0.86 1.48 0.61  0.0839
C3 0.46 0.98 0.50  0.0030
C4 1.45 1.63 -0.25  0.4314
C5 2.86 1.12 -0.42  -0.0107
H1 -3.52 0.76 1.09  0.0262
H2 -3.38 2.35 1.30  0.0075
H3 -1.23 0.99 2.66  0.0212
H4 -1.27 1.93 -0.29  0.0148
H5 0.63 0.06 1.06  0.0184
H6 1.15 2.44 -0.90  -0.0033
H7 3.04 0.70 -1.42  0.0237
H8 3.13 0.39 0.36  0.0070
H9 3.55 1.97 -0.33  0.0110
H10 -0.14 -6.15 -3.40  -0.0001
H11 0.83 -6.86 -2.48  0.0000
O1 0.64 -6.01 -2.86  0.0008



Computed, not measured: 2 unconnected molecules or ions with the total composition C5H11NO at a distorted geometry, with ωB97M-V with the def2-TZVPD basis set.

Properties
⟨S²⟩   0.770
M   101.15 g/mol
Charge   -1
LUMO level (spin up / spin down)   2.89 / 2.87 eV
2S+1   2
Maximum force   1.653 eV Å⁻¹
Electronic energy   -8898.2132 eV

Each line ends with the Mulliken spin population.
Element x y z (Å)
C1 -1.20 -0.52 -1.40  0.0690
N1 -1.99 -0.58 1.61  -0.0550
C2 -1.04 0.33 1.02  0.7054
C3 -1.07 0.57 -0.36  -0.0496
C4 -0.62 1.84 -0.86  0.0124
C5 0.10 2.82 -0.22  0.2730
H1 -0.39 -1.24 -1.30  -0.0154
H2 -2.15 -1.05 -1.40  0.0142
H3 -1.21 -0.10 -2.41  -0.0033
H4 -2.94 -0.29 1.39  0.0310
H5 -1.84 -0.72 2.60  -0.0190
H6 -0.35 0.87 1.65  -0.0104
H7 -0.60 1.87 -1.95  0.0267
H8 0.46 2.79 0.80  0.0153
H9 0.34 3.71 -0.78  -0.0034
H10 4.69 -2.79 0.16  -0.0069
H11 5.17 -4.11 0.53  -0.0003
O1 4.64 -3.40 0.91  0.0162



Which of these has the lowest maximum force?
number 11